# 1
Density functional theory data (wB97M-V/def2-TZVPD) for a 13-piece molecular cluster, C6H40N2O12 overall.

Computed properties:
E_LUMO = 0.236 eV
Energy relative to the best compared isomer or geometry (same formula, charge and spin) = 228.8 kJ/mol
Gap between HOMO and LUMO = 9.89 eV

```
60
Properties=species:S:1:pos:R:3:forces:R:3:mulliken_charge:R:1
C -0.613162 1.503559 0.363994 0.376 2.242 0.151 -0.18
N -1.152189 0.403157 -0.426759 0.848 -0.379 0.718 0.27
C -0.047223 -0.565384 -0.702227 -0.914 0.713 -1.586 0.54
C -0.484818 -2.016703 -0.680530 1.008 -1.249 -0.854 -0.55
N 0.659206 -2.835936 -0.157523 -0.535 -0.082 1.626 -0.58
C -1.672203 2.389789 1.057330 -0.960 -1.689 -0.051 -0.32
C -0.404226 2.697170 3.299550 -0.509 0.231 0.021 -1.21
C -1.680756 2.260559 2.562376 0.422 -0.379 1.235 -0.60
H 0.147143 1.264916 1.128045 -0.252 -0.708 -0.294 0.14
H -0.089269 2.188830 -0.308924 0.208 -0.268 -0.201 0.11
H -1.866939 -0.047767 0.127516 0.195 -0.261 0.393 0.08
H 0.874836 -0.388537 -0.159823 -0.300 0.021 0.871 -0.36
H 0.274648 -0.333612 -1.728295 0.028 -0.272 0.118 -0.11
H -1.421770 -2.278145 -0.188632 0.048 0.609 0.354 0.15
H -0.587509 -2.347840 -1.721351 -0.250 0.042 0.143 0.31
H 0.324069 -3.745225 0.165964 -0.124 -0.278 -0.973 0.27
H 0.851841 -2.495384 0.793405 0.352 0.633 -0.336 0.17
H -1.646085 3.421973 0.719023 -0.081 0.018 -0.044 0.38
H -2.637428 1.905946 0.814062 0.043 0.788 -0.534 -0.01
H 0.038750 3.584913 2.836983 0.234 -0.265 0.003 0.27
H -0.620381 2.958509 4.337396 -0.079 -0.017 -0.030 0.38
H 0.266561 1.844583 3.346473 0.508 0.236 -0.191 0.29
H -2.554008 2.747582 2.999393 -0.012 0.274 -0.211 0.55
H -1.810073 1.201185 2.840314 -0.149 0.117 -0.302 0.17
H -1.532733 -2.776860 2.750683 -0.325 -0.337 -0.287 0.33
H -0.757434 -2.967629 4.119498 0.112 -0.428 -0.138 0.28
O -1.265737 -2.375853 3.570784 0.426 0.943 0.803 -0.58
H 2.275858 -1.080617 -4.647535 0.044 -0.013 -0.003 0.26
H 2.710136 -0.707696 -3.225623 0.149 -0.506 0.698 0.34
O 2.165217 -0.421892 -3.958215 -0.325 0.420 -0.721 -0.62
H -4.331968 0.089512 0.260404 -0.255 1.783 -0.225 0.32
H -3.359977 -0.506007 -0.896170 -0.243 0.836 -0.111 0.31
O -3.981378 -0.652828 -0.185964 -0.086 -2.568 0.186 -0.70
H -3.180663 1.350161 -1.655321 0.165 0.170 -0.061 0.30
H -4.145903 2.145463 -2.554658 0.074 0.039 -0.220 0.30
O -4.092274 1.652598 -1.734593 -0.075 0.004 0.240 -0.61
H -3.186035 -3.014616 0.990578 0.036 -0.281 0.311 0.30
H -3.571235 -1.628727 1.226573 0.575 -0.200 0.413 0.29
O -3.072670 -2.348322 1.682451 -0.641 -0.087 -0.948 -0.61
H 0.477135 1.496880 -2.682096 0.018 -0.009 0.121 0.08
H 1.751704 1.441476 -3.477705 0.178 -0.252 -0.065 0.34
O 1.336301 1.923544 -2.752736 -0.140 0.305 -0.092 -0.56
H 2.165346 2.278590 0.110587 -0.413 0.230 -0.349 0.42
H 2.304014 2.831695 -1.326763 -0.229 -0.197 0.155 0.37
O 2.546456 2.999848 -0.403674 0.317 0.506 0.096 -0.72
H 2.917547 -0.714114 1.852583 0.124 0.533 0.434 0.45
H 3.046630 -1.520498 3.247352 -0.120 0.558 0.047 0.27
O 3.046352 -1.564650 2.292450 0.051 -1.090 -0.325 -0.65
H -1.123642 1.337712 -4.777879 0.823 0.715 0.677 0.30
H -1.631344 1.632386 -3.181926 1.161 0.531 -0.281 0.30
O -1.739223 1.267468 -4.054776 -1.966 -1.224 -0.308 -0.63
H 4.300414 -2.621901 1.099885 -0.399 0.182 0.188 0.34
H 3.349563 -3.373712 0.147775 -0.084 -0.057 0.536 0.30
O 4.247337 -3.045407 0.237292 0.714 -0.705 -0.302 -0.70
H 2.143754 -2.245535 -1.142369 -0.108 0.303 -0.150 0.36
H 3.644945 -2.303782 -1.375263 0.147 0.513 0.127 0.35
O 2.884256 -1.720666 -1.525530 -0.137 0.020 -0.438 -0.62
H 3.088861 -0.055152 -0.162674 -0.413 -0.342 0.164 0.32
H 3.495938 1.300106 0.251536 0.108 0.250 0.435 0.35
O 2.925438 0.580890 0.563279 0.631 -0.623 -0.636 -0.74
```
Positions in Å, forces in eV/Å.


# 2
Density functional theory data (wB97M-V/def2-TZVPD) for C6H40NO18S as an isolated structure.

Computed properties:
E_LUMO = 1.856 eV
Energy relative to the best compared isomer or geometry (same formula, charge and spin) = 598.6 kJ/mol
Gap between HOMO and LUMO = 8.24 eV
Net charge = -1

```
66
Properties=species:S:1:pos:R:3:forces:R:3:mulliken_charge:R:1
C 5.409465 -28.804813 60.656788 2.567 0.057 2.961 -0.52
O 6.202988 -27.770587 60.058685 -1.017 -0.297 -0.477 -0.44
C 6.650330 -26.843517 60.994947 -1.500 -1.484 5.244 0.60
C 7.090800 -25.545378 60.314163 5.661 -3.441 3.072 -0.86
N 7.452126 -24.508538 61.326502 8.493 -2.412 -10.256 1.06
H 6.966693 -24.536708 62.012852 -9.010 -0.343 10.030 -1.28
H 8.293793 -24.899968 61.881185 0.303 0.528 -1.018 0.92
C 7.686539 -23.183607 60.837220 4.861 0.581 3.162 -0.81
C 7.904235 -22.237515 62.092170 0.096 0.977 -2.735 0.03
O 8.014659 -20.871579 61.544286 -2.020 -4.780 -2.604 -0.40
C 8.250838 -19.897268 62.400246 0.035 2.312 4.387 -0.46
H 6.006548 -29.585398 61.245352 0.118 0.985 -0.957 0.28
H 4.943840 -29.347427 59.920817 -1.485 -0.806 -1.778 0.34
H 4.800374 -28.462279 61.504960 -0.502 0.493 -0.775 0.06
H 7.307574 -27.412246 61.685162 0.849 0.829 -0.469 0.50
H 5.771718 -26.674700 61.873060 1.838 0.267 -2.607 -0.54
H 6.235550 -25.517521 59.877799 -5.130 2.491 -3.784 0.60
H 7.968042 -25.902965 59.678404 -1.093 1.398 0.569 0.20
H 6.946030 -22.779136 60.327147 -3.679 1.294 -2.522 0.55
H 8.602680 -23.267761 60.242538 -0.238 0.476 -0.074 0.44
H 8.791857 -22.501341 62.614354 0.994 -0.119 0.510 0.21
H 7.077964 -22.425178 62.746788 -0.659 0.747 0.511 0.20
H 8.124429 -18.895985 61.971593 0.558 -0.390 -0.424 0.28
H 9.205385 -20.116026 62.860591 0.898 0.906 0.183 0.23
H 7.597001 -19.843599 63.318794 -0.011 -0.459 -0.840 0.21
S 6.554017 -24.389215 64.963120 -0.595 1.417 5.772 1.33
O 5.505775 -25.038470 65.843776 3.371 9.264 -2.882 -0.73
O 7.781151 -25.074589 65.261650 1.546 0.060 -0.629 -1.22
O 6.169149 -24.563287 63.620412 3.748 -3.432 1.434 -0.21
O 6.682926 -22.921815 65.255235 -0.270 -3.008 -1.175 -0.64
O 9.312056 -25.387510 63.140792 2.831 0.505 -1.018 -0.73
H 10.248582 -25.109802 63.405476 -2.071 -0.606 -0.546 0.30
H 8.750057 -25.139160 63.870366 -0.553 -0.019 1.341 0.44
O 2.313885 -25.364959 65.488329 -1.852 0.130 0.167 -0.76
H 2.557403 -25.683416 64.641652 -0.119 -0.733 -1.573 0.42
H 3.183980 -25.237977 65.798086 1.603 0.694 1.527 0.40
O 9.668955 -25.950114 66.743397 -0.639 1.033 -1.039 -0.75
H 9.000337 -25.552196 66.061118 1.941 -1.299 1.571 0.60
H 9.901297 -26.862265 66.544105 -0.377 0.100 -0.345 0.30
O 7.089081 -25.915164 67.918773 1.619 -0.416 0.442 -0.78
H 7.932562 -25.951298 67.423371 0.101 -0.350 1.346 0.49
H 6.590215 -25.585083 67.202264 -1.573 0.535 -0.345 0.28
O 5.369678 -20.799703 64.776432 -1.162 -2.118 -4.747 -0.74
H 5.833676 -21.722833 64.935952 -1.487 2.345 -0.462 0.23
H 4.929867 -20.950237 63.730927 1.950 0.703 4.810 0.32
O 6.472096 -21.740171 67.442654 -2.776 5.177 2.278 -0.68
H 5.771565 -20.950403 67.139115 2.965 -3.867 0.609 0.34
H 6.699512 -22.323859 66.761067 -0.175 -0.601 -1.397 0.27
O 4.059610 -26.325661 63.406894 -1.107 -0.945 -1.790 -0.84
H 3.519113 -26.830054 62.745403 0.586 0.495 1.088 0.26
H 4.377672 -25.576997 62.862828 0.056 0.396 0.119 0.32
O 7.565812 -27.759943 64.713624 0.934 -4.522 -3.246 -0.69
H 7.747520 -27.017101 65.164061 0.538 3.887 2.505 0.35
H 6.631334 -27.865389 64.690445 -1.436 0.119 0.691 0.35
O 8.824276 -21.509181 65.364825 4.376 0.344 -1.386 -0.67
H 9.725955 -21.876221 64.876016 -4.488 0.766 1.923 0.30
H 7.968650 -21.975810 65.333520 1.180 -0.714 -0.644 0.42
O 4.902872 -24.033490 62.164718 -4.768 2.953 -2.739 -0.80
H 5.718433 -23.975477 62.810769 -2.828 1.520 -1.714 0.05
H 4.150547 -23.519491 62.638268 1.885 -1.213 -1.359 0.25
O 4.151742 -23.387910 66.762435 0.151 1.080 -1.599 -0.70
H 5.025266 -23.749557 66.437307 -2.280 0.934 1.435 0.47
H 4.095708 -23.641771 67.656724 0.020 -0.349 1.676 0.25
O 5.057703 -27.005105 65.855435 1.851 -6.292 6.060 -0.86
H 5.485884 -26.097843 66.005625 -0.434 -4.600 0.817 0.18
H 4.728146 -26.827596 65.077004 -3.192 0.818 -6.285 0.48
```
Positions in Å, forces in eV/Å.


# 3
Density functional theory data (wB97M-V/def2-TZVPD) for a 14-piece molecular cluster, C6H42NO15 overall.

Computed properties:
E_LUMO = -3.576 eV
Energy relative to the best compared isomer or geometry (same formula, charge and spin) = 69.7 kJ/mol
Gap between HOMO and LUMO = 8.84 eV
Net charge = +1

```
64
Properties=species:S:1:pos:R:3:forces:R:3:mulliken_charge:R:1
C -0.101527 5.392456 0.062745 0.833 0.482 -1.323 -0.95
O -0.634561 4.339818 0.909082 -0.414 0.996 -2.138 -0.34
C -0.425732 3.101090 0.293734 1.261 -1.120 1.655 -0.17
C -0.984788 2.091594 1.323554 -1.928 1.014 2.020 -0.62
N -0.446085 0.757604 1.203511 2.136 0.846 0.040 0.52
H 0.531775 0.772876 1.635788 -0.463 -0.352 -1.926 0.36
H -0.859806 0.117532 1.759608 -2.128 -1.348 4.550 0.02
C -0.777466 -0.087981 0.093030 7.638 0.880 -5.624 -0.60
C 0.130895 -1.309083 0.205148 -5.713 -2.341 -2.920 -1.41
O -0.274458 -2.346153 -0.777463 -0.883 3.619 -0.352 -0.14
C 0.305914 -3.619091 -0.702748 1.638 2.047 -0.651 -0.65
H -0.083127 5.596663 -1.101309 -0.207 -2.719 1.408 0.27
H 0.890346 5.499317 0.414226 1.293 0.358 -0.045 0.40
H -0.565197 6.324718 0.121319 -1.424 1.393 1.921 0.41
H 0.755817 2.865434 0.312466 -2.283 0.434 -0.791 0.13
H -0.940771 3.081745 -0.661541 0.354 -0.356 -0.369 0.39
H -2.095596 1.921768 1.560138 1.267 0.990 -1.282 0.15
H -0.619733 2.455456 2.319651 -0.170 -0.161 -0.813 0.36
H -0.251034 0.352675 -0.870943 -2.499 -0.290 1.390 -0.11
H -1.699296 -0.471415 0.072734 -4.062 -0.230 -0.265 0.69
H -0.107428 -1.728882 1.075909 0.130 -1.796 4.166 0.76
H 1.042606 -1.115293 -0.019298 6.245 1.422 -0.550 0.97
H 1.287790 -3.478899 -0.237763 -0.273 -1.022 0.405 0.19
H 0.436410 -4.010306 -1.689137 0.401 0.108 -0.914 0.06
H -0.480346 -4.158135 -0.343797 -1.227 -2.510 2.162 0.39
O 3.551526 -5.840296 -0.128057 4.171 -2.625 -2.842 -0.57
H 3.594784 -6.831992 -0.333445 0.430 2.097 0.181 0.32
H 2.775950 -5.830564 0.298307 -4.693 0.484 2.657 0.26
O 3.683404 6.439846 0.489401 -1.594 1.696 2.705 -0.68
H 3.271948 6.916139 1.344150 1.464 -1.560 -3.038 0.34
H 3.455503 7.036678 -0.241715 0.105 -0.146 0.343 0.32
O -4.687115 0.517447 2.053134 3.571 0.319 -0.127 -0.62
H -3.971509 0.887648 2.667616 -1.086 -0.909 -1.440 0.41
H -5.449908 0.678851 2.535041 -2.632 0.383 1.108 0.30
O -2.611422 -2.319233 -2.386863 -4.891 -0.075 -1.757 -0.69
H -2.146815 -1.984518 -1.703559 3.130 0.814 3.217 0.35
H -2.136878 -2.826604 -2.985377 1.839 -1.251 -1.354 0.27
O 2.197362 0.858906 1.826796 3.838 -1.361 1.576 -0.68
H 2.571809 0.443299 2.693103 -1.277 1.193 -1.932 0.28
H 3.083381 0.882960 1.317669 -2.227 0.225 0.632 0.31
O -3.323376 2.824764 -2.349410 0.423 3.733 -0.472 -0.63
H -2.802778 3.345954 -3.023415 -1.019 -0.939 1.094 0.29
H -3.053144 1.946704 -2.460021 0.543 -2.582 -0.542 0.42
O -0.804977 -0.903711 3.655732 -1.098 -2.427 -1.595 -0.68
H -0.423286 -0.662189 4.511525 -0.132 -1.268 0.060 0.31
H -1.157600 -1.896378 3.475361 1.499 3.499 1.722 0.34
O -0.201418 -0.230937 -4.292351 -1.204 -0.536 -1.279 -0.62
H 0.086652 -0.056345 -5.204156 0.061 0.001 0.654 0.28
H 0.445710 0.054634 -3.684686 1.478 0.512 0.604 0.29
O 3.021113 -2.775852 1.629581 1.269 5.766 1.930 -0.55
H 2.844366 -2.197104 2.467410 0.571 -1.792 -2.394 0.27
H 2.586764 -3.539715 1.775249 -2.218 -4.217 0.875 0.25
O -2.772252 1.013802 3.926435 -2.680 1.087 1.559 -0.71
H -2.116100 0.321240 4.119623 -1.086 -0.126 0.340 0.35
H -3.656623 1.052052 4.521734 3.731 -0.697 -1.563 0.35
O -2.612969 0.312195 -3.082156 -2.028 0.964 1.098 -0.71
H -2.681115 -0.585960 -2.781144 -0.670 -1.037 -0.002 0.37
H -1.754169 0.333608 -3.410374 2.433 0.194 -1.452 0.36
O 4.660113 -2.087132 -0.325773 3.054 1.762 -2.082 -0.61
H 4.975886 -1.150424 -0.220018 -1.031 -1.673 0.168 0.30
H 3.900169 -2.329293 0.139199 -1.599 0.139 1.550 0.33
O 0.826415 -4.533669 -4.630060 2.327 -0.012 3.954 -0.63
H 1.533583 -4.652221 -3.818163 -2.667 0.442 -3.226 0.33
H 1.262418 -4.978097 -5.344969 0.374 -0.419 -0.689 0.31
```
Positions in Å, forces in eV/Å.


# 4
Density functional theory data (wB97M-V/def2-TZVPD) for C6H4BCl2F16HgN2O8S4 as an isolated structure.

Computed properties:
E_LUMO = 1.992 eV
Energy relative to the best compared isomer or geometry (same formula, charge and spin) = 0.0 kJ/mol
Gap between HOMO and LUMO = 10.22 eV
Net charge = -1

```
44
Properties=species:S:1:pos:R:3:forces:R:3:mulliken_charge:R:1
Hg 0.771263 -0.437644 -0.270227 -1.390 0.372 0.210 2.49
B 2.847909 -1.616259 -1.092313 1.133 -1.199 -1.063 0.30
F 3.107150 -0.380048 -0.461389 0.338 0.489 0.218 -0.36
F 3.920291 -2.375724 -1.289624 2.372 -0.356 -0.551 -0.31
F 2.044342 -2.381720 -0.270904 -1.592 -0.474 1.742 -0.38
F 2.151387 -1.407860 -2.269085 -0.437 0.904 -0.614 -0.32
C -1.986608 3.134855 0.008431 0.241 -0.468 1.241 0.63
F -1.499717 3.949989 -0.881345 0.089 0.269 -0.232 -0.19
F -2.706093 3.854034 0.925512 0.559 -1.142 -1.154 -0.22
F -2.729654 2.211264 -0.612433 0.076 0.569 0.639 -0.18
S -0.601175 2.179285 1.020739 0.564 0.596 0.949 0.60
O -0.153826 3.065253 2.099111 -0.428 -1.121 -2.203 -0.58
O -1.175878 0.932110 1.443429 -0.372 0.133 -0.694 -0.51
N 0.582535 1.707064 -0.162372 -1.612 1.837 1.000 -0.55
S 1.699036 2.875948 -0.308584 3.329 1.444 1.806 0.89
O 1.081008 4.195404 -0.215633 0.652 -1.522 -0.485 -0.60
O 2.853524 2.596523 0.591771 -2.400 0.485 -2.578 -0.61
C 2.286393 2.753543 -2.187240 -0.385 -0.457 0.439 0.62
F 3.338607 3.566352 -2.451121 -0.989 -1.139 0.624 -0.21
F 2.533448 1.476728 -2.530585 0.361 1.048 0.414 -0.17
F 1.255018 3.154899 -2.922061 0.017 0.239 0.021 -0.22
C -1.392648 -0.518750 -3.413572 0.044 -2.117 0.666 0.67
F -1.394840 -0.639177 -4.754479 -0.177 0.444 1.174 -0.20
F -0.386875 0.229515 -2.999161 0.307 0.473 -0.408 -0.25
F -2.521632 -0.016791 -2.936895 -0.157 0.313 -0.630 -0.20
S -1.182564 -2.271709 -2.615313 1.613 -0.951 -2.437 0.78
O -2.469807 -2.973909 -2.795866 2.004 1.831 1.005 -0.57
O -0.009975 -2.894523 -3.241178 -2.091 1.392 1.008 -0.56
N -0.759513 -1.743452 -1.012897 -3.203 -2.761 -1.751 -0.56
S -1.338365 -3.002891 -0.094268 3.002 -1.307 3.293 0.88
O -1.059201 -4.319787 -0.666512 -1.008 2.094 0.487 -0.62
O -0.771154 -2.757562 1.260272 -1.672 0.006 -2.481 -0.64
C -3.253896 -2.804734 0.048553 -0.153 -0.767 -1.303 0.66
F -3.878926 -3.889042 -0.535364 0.881 1.598 1.171 -0.23
F -3.634960 -2.692844 1.313805 0.219 -0.241 -0.473 -0.21
F -3.597359 -1.699681 -0.614507 -0.234 -0.289 0.423 -0.18
Cl 1.567686 -0.137337 2.333513 0.640 -0.221 0.487 -0.02
C 0.974162 0.480573 3.880524 -0.428 -0.001 0.935 -0.53
C 1.105068 -0.553488 5.008464 0.364 0.408 -0.219 -0.55
Cl 0.188431 -2.008671 4.609639 -0.445 -0.224 0.074 -0.14
H -0.081511 0.750390 3.851169 -0.027 -0.258 -0.632 0.27
H 1.480388 1.428470 4.063087 0.368 -0.274 0.154 0.43
H 0.699185 -0.084429 5.904753 -0.109 -0.159 0.032 0.35
H 2.099343 -0.934167 5.242153 0.134 0.504 -0.303 0.31
```
Positions in Å, forces in eV/Å.


| no. | calculated total energy (Eh) | maximum force (hartree/bohr) |
| --- | --- | --- |
| 1 | -1264.9486 | 0.0501 |
| 2 | -2059.5367 | 0.2632 |
| 3 | -1436.6040 | 0.1852 |
| 4 | -5231.9401 | 0.0903 |